Entry 1:
{"formula": "C43H118N20O19", "method": "ωB97M-V/def2-TZVPD", "e_lumo_ev": -0.18, "multiplicity": 1, "charge": 0, "relative_energy_ev": 7.785, "e_homo_ev": -7.9458, "species": ["C", "O", "N", "N", "H", "H", "H", "H", "C", "O", "N", "N", "H", "H", "H", "H", "C", "O", "N", "N", "H", "H", "H", "H", "C", "O", "N", "N", "H", "H", "H", "H", "C", "O", "N", "N", "H", "H", "H", "H", "C", "O", "N", "N", "H", "H", "H", "H", "C", "O", "N", "N", "H", "H", "H", "H", "C", "O", "C", "C", "N", "C", "C", "O", "C", "H", "H", "H", "H", "H", "H", "H", "H", "H", "H", "H", "H", "H", "H", "H", "C", "O", "C", "C", "N", "C", "C", "O", "C", "H", "H", "H", "H", "H", "H", "H", "H", "H", "H", "H", "H", "H", "H", "H", "C", "O", "C", "C", "N", "C", "C", "O", "C", "H", "H", "H", "H", "H", "H", "H", "H", "H", "H", "H", "H", "H", "H", "H", "C", "O", "C", "C", "N", "C", "C", "O", "C", "H", "H", "H", "H", "H", "H", "H", "H", "H", "H", "H", "H", "H", "H", "H", "C", "O", "C", "C", "N", "C", "C", "O", "C", "H", "H", "H", "H", "H", "H", "H", "H", "H", "H", "H", "H", "H", "H", "H", "C", "O", "C", "C", "N", "C", "C", "O", "C", "H", "H", "H", "H", "H", "H", "H", "H", "H", "H", "H", "H", "H", "H", "H"], "coordinates": [[-23.131, 0.443, -8.671], [-22.397, 1.376, -8.330], [-22.781, -0.871, -8.577], [-24.381, 0.661, -9.140], [-23.418, -1.582, -8.887], [-21.813, -1.120, -8.480], [-25.015, -0.053, -9.552], [-24.505, 1.658, -9.230], [-22.266, -6.634, -12.287], [-21.921, -6.913, -11.127], [-21.408, -6.884, -13.328], [-23.404, -6.070, -12.706], [-20.487, -7.248, -13.170], [-21.661, -6.609, -14.258], [-23.688, -6.194, -13.666], [-24.174, -5.914, -12.058], [-19.781, -4.077, -12.580], [-19.170, -3.855, -13.630], [-21.101, -3.779, -12.416], [-19.162, -4.514, -11.459], [-21.584, -4.323, -11.724], [-21.552, -3.390, -13.224], [-19.621, -4.442, -10.559], [-18.167, -4.623, -11.514], [-26.957, -3.251, -4.468], [-27.816, -2.760, -5.213], [-26.324, -2.463, -3.559], [-26.517, -4.510, -4.552], [-25.638, -2.859, -2.946], [-26.571, -1.492, -3.595], [-25.811, -4.907, -3.958], [-27.008, -5.171, -5.138], [-30.018, -5.920, -17.159], [-30.674, -5.400, -16.264], [-29.350, -5.276, -18.146], [-30.051, -7.279, -17.409], [-29.383, -4.272, -18.199], [-28.707, -5.766, -18.735], [-30.604, -7.869, -16.797], [-29.627, -7.728, -18.196], [-24.570, -5.755, -5.923], [-24.953, -4.654, -6.310], [-24.201, -6.775, -6.776], [-24.394, -6.100, -4.630], [-24.448, -6.609, -7.740], [-24.000, -7.698, -6.448], [-24.573, -5.421, -3.911], [-24.243, -7.067, -4.420], [-20.629, -5.461, -7.790], [-20.083, -4.576, -8.448], [-20.483, -5.559, -6.434], [-21.401, -6.470, -8.279], [-20.758, -6.415, -5.992], [-19.906, -4.955, -5.879], [-21.911, -6.992, -7.594], [-21.595, -6.616, -9.260], [-27.547, -8.995, -6.731], [-26.634, -9.436, -7.716], [-26.873, -8.821, -8.968], [-25.716, -9.207, -9.909], [-24.525, -8.607, -9.387], [-23.373, -8.902, -10.256], [-21.998, -8.710, -9.650], [-21.629, -9.646, -8.645], [-20.730, -10.669, -9.065], [-28.578, -9.310, -6.899], [-27.461, -7.909, -6.618], [-27.202, -9.415, -5.785], [-26.955, -7.737, -8.852], [-27.785, -9.162, -9.471], [-25.915, -8.766, -10.890], [-25.719, -10.294, -10.072], [-24.275, -8.941, -8.463], [-23.500, -8.212, -11.100], [-23.443, -9.895, -10.722], [-21.942, -7.720, -9.191], [-21.294, -8.730, -10.485], [-19.932, -10.344, -9.733], [-21.288, -11.514, -9.475], [-20.271, -11.012, -8.138], [-25.996, -10.327, -13.254], [-25.910, -9.335, -14.263], [-26.097, -8.040, -13.756], [-25.885, -7.035, -14.869], [-24.512, -7.044, -15.379], [-24.173, -6.042, -16.394], [-24.628, -4.601, -16.090], [-25.993, -4.461, -16.409], [-26.413, -3.111, -16.252], [-25.228, -10.128, -12.506], [-25.866, -11.312, -13.699], [-27.000, -10.300, -12.818], [-25.325, -7.765, -13.023], [-27.076, -7.893, -13.293], [-26.135, -6.057, -14.447], [-26.664, -7.197, -15.625], [-24.466, -7.949, -15.836], [-24.727, -6.266, -17.312], [-23.091, -6.019, -16.521], [-24.051, -3.871, -16.666], [-24.458, -4.412, -15.020], [-26.539, -2.898, -15.190], [-27.427, -3.032, -16.655], [-25.779, -2.497, -16.895], [-27.155, 2.348, -17.534], [-28.123, 1.386, -17.223], [-28.732, 0.825, -18.386], [-29.826, -0.113, -17.920], [-29.194, -1.173, -17.130], [-30.190, -2.062, -16.517], [-30.782, -1.453, -15.254], [-29.851, -1.148, -14.213], [-29.249, -2.297, -13.665], [-26.968, 3.020, -16.696], [-27.385, 3.027, -18.364], [-26.255, 1.783, -17.803], [-28.055, 0.175, -18.954], [-29.091, 1.707, -18.921], [-30.407, -0.443, -18.780], [-30.432, 0.523, -17.262], [-28.597, -0.717, -16.452], [-29.759, -3.048, -16.326], [-30.941, -2.373, -17.246], [-31.614, -2.016, -14.818], [-31.168, -0.457, -15.480], [-28.186, -2.087, -13.528], [-29.366, -3.228, -14.226], [-29.731, -2.552, -12.712], [-29.310, -6.535, -13.528], [-28.536, -7.133, -12.508], [-27.774, -6.129, -11.855], [-26.643, -6.589, -10.929], [-25.782, -5.436, -10.681], [-24.877, -5.674, -9.563], [-24.044, -4.474, -9.228], [-24.804, -3.374, -8.822], [-25.414, -3.397, -7.558], [-30.089, -5.848, -13.181], [-29.859, -7.306, -14.066], [-28.679, -5.976, -14.224], [-28.442, -5.518, -11.241], [-27.365, -5.407, -12.573], [-26.073, -7.448, -11.286], [-27.130, -6.921, -10.002], [-26.406, -4.664, -10.452], [-24.352, -6.610, -9.770], [-25.478, -5.927, -8.673], [-23.434, -4.254, -10.104], [-23.266, -4.812, -8.537], [-25.830, -2.406, -7.377], [-24.706, -3.487, -6.724], [-26.126, -4.210, -7.394], [-27.152, 0.621, -14.523], [-26.344, -0.305, -13.828], [-26.430, -0.067, -12.449], [-25.832, -1.262, -11.668], [-26.080, -1.285, -10.236], [-27.500, -1.219, -9.856], [-28.401, -2.237, -10.522], [-28.201, -3.594, -10.161], [-28.778, -3.951, -8.911], [-27.031, 0.422, -15.588], [-26.803, 1.639, -14.316], [-28.205, 0.560, -14.235], [-27.468, 0.019, -12.105], [-25.888, 0.830, -12.130], [-24.766, -1.129, -11.884], [-26.092, -2.094, -12.337], [-25.631, -2.112, -9.841], [-27.874, -0.198, -9.880], [-27.460, -1.538, -8.808], [-28.183, -2.200, -11.594], [-29.455, -1.939, -10.506], [-28.184, -3.557, -8.087], [-28.813, -5.042, -8.903], [-29.827, -3.641, -8.888], [-34.005, -11.401, -18.032], [-33.024, -10.444, -18.301], [-33.277, -9.120, -17.830], [-33.091, -9.049, -16.310], [-31.746, -9.366, -15.853], [-31.687, -9.393, -14.399], [-30.400, -10.092, -13.866], [-30.399, -11.491, -13.786], [-31.223, -11.983, -12.760], [-34.424, -11.326, -17.019], [-33.575, -12.402, -18.007], [-34.871, -11.327, -18.696], [-34.298, -8.840, -18.108], [-32.661, -8.416, -18.385], [-33.842, -9.679, -15.807], [-33.495, -8.119, -15.898], [-31.511, -10.315, -16.131], [-32.562, -9.890, -13.958], [-31.702, -8.382, -13.987], [-30.068, -9.645, -12.923], [-29.634, -9.689, -14.535], [-32.241, -11.599, -12.876], [-30.861, -11.680, -11.771], [-31.294, -13.069, -12.768]]}

***

Entry 2:
{"formula": "C24H46F8N6O6", "method": "ωB97M-V/def2-TZVPD", "e_lumo_ev": 0.28, "multiplicity": 1, "charge": 0, "smiles": "[H]/N=C(/C)C[C@@H](OCCCOCC(F)(F)C(F)(F)C(F)(F)C(F)F)[C@@H](N)CCC.CC(N)=O.CC(N)=O.CC(N)=O.CC(N)=O", "e_homo_ev": -8.8007, "species": ["H", "N", "C", "C", "C", "C", "O", "C", "C", "C", "O", "C", "C", "F", "F", "C", "F", "F", "C", "F", "F", "C", "F", "F", "C", "N", "C", "C", "C", "H", "H", "H", "H", "H", "H", "H", "H", "H", "H", "H", "H", "H", "H", "H", "H", "H", "H", "H", "H", "H", "H", "H", "H", "H", "C", "C", "N", "O", "H", "H", "H", "H", "H", "C", "C", "N", "O", "H", "H", "H", "H", "H", "C", "C", "N", "O", "H", "H", "H", "H", "H", "C", "C", "N", "O", "H", "H", "H", "H", "H"], "coordinates": [[2.799, -1.934, -3.547], [3.741, -1.801, -3.177], [3.777, -0.778, -2.453], [5.120, -0.439, -1.868], [2.495, 0.041, -2.269], [2.626, 1.422, -1.608], [1.863, 2.458, -2.208], [0.517, 2.163, -2.540], [0.259, 2.045, -4.045], [-1.192, 1.633, -4.253], [-1.602, 0.477, -3.535], [-1.054, -0.697, -4.045], [-1.699, -1.906, -3.390], [-1.515, -2.945, -4.199], [-3.004, -1.741, -3.204], [-1.019, -2.234, -2.055], [-0.874, -1.117, -1.325], [0.197, -2.696, -2.279], [-1.781, -3.270, -1.170], [-0.871, -3.915, -0.449], [-2.450, -4.136, -1.900], [-2.715, -2.546, -0.170], [-3.769, -3.321, 0.125], [-2.066, -2.252, 0.941], [2.461, 1.406, -0.049], [1.077, 1.443, 0.384], [3.158, 0.206, 0.631], [2.788, 0.157, 2.126], [3.699, -0.886, 2.832], [5.852, -0.398, -2.663], [5.415, -1.266, -1.228], [5.145, 0.453, -1.260], [1.848, -0.556, -1.628], [2.011, 0.067, -3.238], [3.660, 1.725, -1.758], [0.097, 1.330, -1.995], [-0.075, 3.025, -2.225], [0.354, 3.048, -4.454], [0.992, 1.428, -4.562], [-1.802, 2.456, -3.864], [-1.466, 1.519, -5.306], [-1.180, -0.767, -5.130], [0.019, -0.772, -3.844], [-3.104, -1.626, -0.599], [2.981, 2.295, 0.298], [0.527, 0.682, 0.011], [0.646, 2.338, 0.204], [4.238, 0.273, 0.618], [2.812, -0.745, 0.235], [1.774, -0.192, 2.265], [2.862, 1.141, 2.583], [3.097, -1.463, 3.528], [4.053, -1.581, 2.075], [4.497, -0.433, 3.395], [6.387, -3.110, 6.182], [6.836, -2.493, 4.880], [8.039, -2.916, 4.402], [6.172, -1.668, 4.283], [5.438, -3.620, 6.023], [6.250, -2.320, 6.918], [7.109, -3.828, 6.569], [8.610, -3.595, 4.869], [8.362, -2.521, 3.535], [-5.685, -0.693, 3.780], [-4.532, -1.511, 4.303], [-3.815, -2.174, 3.355], [-4.242, -1.578, 5.483], [-5.530, 0.347, 4.047], [-6.610, -1.049, 4.233], [-5.777, -0.762, 2.697], [-4.027, -2.130, 2.378], [-3.030, -2.727, 3.656], [-2.949, 1.603, 2.322], [-4.143, 2.529, 2.303], [-3.884, 3.829, 2.006], [-5.275, 2.144, 2.538], [-3.102, 0.812, 1.588], [-2.860, 1.158, 3.312], [-2.019, 2.121, 2.088], [-2.964, 4.177, 1.806], [-4.661, 4.468, 1.986], [-5.293, 4.008, -3.352], [-4.388, 3.244, -2.417], [-4.834, 2.022, -2.025], [-3.318, 3.677, -2.028], [-4.757, 4.209, -4.278], [-5.569, 4.951, -2.884], [-6.202, 3.455, -3.588], [-5.708, 1.631, -2.324], [-4.250, 1.490, -1.403]]}